Entry a
Computed, not measured: an isolated molecule of C9H8N2, with ωB97M-V with the def2-TZVPD basis set.

Values from the calculation:
SMILES = C=CN(C#N)c1ccccc1
LUMO level = 0.820 eV
E_HOMO = -8.6207 eV

Last column: Mulliken charge in e.
Geometry (Å):
1 C -3.1875 1.2049 -0.4744  -1.035
2 C -1.9652 1.1868 0.0179  0.183
3 N -1.1843 -0.0039 0.1948  0.075
4 C -1.8760 -1.1543 0.2287  0.473
5 N -2.4808 -2.1406 0.2932  -0.562
6 C 0.2259 -0.1549 0.1822  0.922
7 C 0.7722 -1.4122 -0.1537  -0.517
8 C 2.1317 -1.5025 -0.4006  -0.612
9 C 2.9771 -0.4117 -0.0948  -0.190
10 C 2.5114 0.7712 0.4263  -0.845
11 C 1.1094 0.8831 0.4326  -0.194
12 H -3.8603 2.0530 -0.4728  0.231
13 H -3.8371 0.4694 -0.8811  0.344
14 H -1.5919 2.0880 0.3320  0.263
15 H 0.1006 -2.2136 -0.3560  0.328
16 H 2.4577 -2.6148 -0.5079  0.246
17 H 4.0983 -0.4665 -0.3466  0.260
18 H 2.9888 1.6592 0.6016  0.462
19 H 0.6099 1.7595 0.9785  0.168

Entry b
Computed, not measured: an isolated molecule of C9H8N2, with ωB97M-V with the def2-TZVPD basis set.

Values from the calculation:
SMILES = Cc1cnnc2ccccc12
LUMO level = -0.193 eV
E_HOMO = -8.6604 eV

Last column: Mulliken charge in e.
Geometry (Å):
1 C -2.1018 1.4898 0.3455  -1.359
2 C -1.3731 0.2075 0.1461  0.670
3 C -2.1136 -1.0066 -0.2916  -0.601
4 N -1.6148 -2.1839 -0.2733  -0.614
5 N -0.3336 -2.3758 -0.0432  -0.467
6 C 0.4583 -1.3498 0.2667  0.569
7 C 1.8951 -1.5028 0.2758  -0.566
8 C 2.6993 -0.4049 0.1228  -0.259
9 C 2.1813 0.8542 -0.3730  -0.619
10 C 0.8684 1.0105 -0.3476  -0.362
11 C -0.0890 -0.0352 0.2703  0.552
12 H -3.2002 1.2691 0.4030  0.353
13 H -1.5013 2.0977 1.1906  0.328
14 H -1.9560 2.3069 -0.4025  0.332
15 H -3.0573 -0.9093 -0.6953  0.522
16 H 2.4115 -2.3873 0.4685  0.416
17 H 3.7233 -0.5368 0.3512  0.412
18 H 2.8105 1.5493 -0.8758  0.408
19 H 0.2931 1.9074 -0.5382  0.285

Of them, the most stable is entry a and the least stable is entry b.

Entry a
Computed, not measured: a 2-piece molecular cluster, C4H5O2P overall, with ωB97M-V with the def2-TZVPD basis set.

Values from the calculation:
SMILES = O=[PH]=O.C#CC=C
LUMO level = -0.892 eV
E_HOMO = -9.4435 eV

Last column: Mulliken charge in e.
Geometry (Å):
1 O -3.4118 1.6144 -1.2275  -0.498
2 P -2.3591 0.9783 -0.4220  0.781
3 O -2.1609 -0.4122 -0.1324  -0.392
4 H -1.0944 1.8052 -0.2428  0.107
5 C 0.2435 -2.4404 -0.0514  0.226
6 C 0.5462 -1.2642 0.1011  -0.114
7 C 0.9288 0.0486 0.3257  -0.376
8 C 2.1041 0.5851 0.3941  -0.740
9 H -0.2054 -3.3944 -0.1380  0.420
10 H 0.0556 0.6790 0.6804  0.054
11 H 2.2519 1.6189 0.7101  0.279
12 H 3.1016 0.1817 0.0027  0.252

Entry b
Computed, not measured: an isolated molecule of C4H5O2P, with ωB97M-V with the def2-TZVPD basis set.

Values from the calculation:
SMILES = C1=C(C[P@@H]2=CO2)O1
LUMO level = -0.466 eV
E_HOMO = -7.4437 eV

Last column: Mulliken charge in e.
Geometry (Å):
1 C 1.7865 -1.0574 -0.2497  -0.252
2 C 1.2739 0.1393 -0.1873  0.313
3 C 0.1798 1.0659 -0.2624  -0.481
4 P -1.4094 0.3862 0.1468  0.356
5 C -1.2031 -1.1516 0.7929  -0.380
6 O -1.6712 -0.8801 -0.7085  -0.358
7 O 2.3913 0.0949 0.5688  -0.528
8 H 2.2096 -2.0822 -0.3930  0.352
9 H 0.4390 1.6904 0.6155  0.292
10 H 0.4136 1.7707 -1.1689  0.370
11 H -2.2583 1.3366 -0.4697  0.098
12 H -2.1516 -1.3127 1.3155  0.217

Of them, the most stable is entry a and the least stable is entry b.